(1)
# C11H21INOYb

C11H21INOYb as an isolated structure (ωB97M-V with the def2-TZVPD basis set, the Open Molecules 2025 dataset).

```
36
Properties=species:S:1:pos:R:3:lowdin_spin:R:1
C -1.39437 3.09014 0.68331 0.00
C -1.79271 1.49803 0.74853 0.02
C -1.49748 0.65224 -0.62290 0.02
I -3.13841 1.19962 -2.03364 0.60
C -0.10903 1.03952 -1.40046 0.01
C 1.21669 0.31443 -0.77012 0.01
C 2.43636 0.56654 -1.88904 0.01
C 1.68634 1.15262 0.56780 0.01
N 1.13125 -1.17741 -0.59616 -0.05
O 2.16044 -1.61733 0.18734 -0.28
C -0.13179 -1.65590 0.06729 0.01
C -0.25455 -3.27778 -0.33244 0.01
C -0.11514 -1.62811 1.71383 0.06
C -1.52316 -0.97625 -0.46286 0.01
H -1.31128 3.49074 -0.43801 0.00
H -0.37863 3.26756 1.27266 0.00
H -2.28529 3.69796 1.18203 0.00
H -2.96693 1.46323 0.96023 0.00
H -1.29213 0.94756 1.67540 0.00
H 0.11523 2.18774 -1.48208 0.00
H -0.21157 0.64824 -2.52243 0.00
H 3.48387 0.70209 -1.38463 0.00
H 2.49258 -0.44678 -2.51110 0.00
H 2.12478 1.42976 -2.61625 0.00
H 2.76334 0.81034 0.95266 0.01
H 0.89428 1.18324 1.42846 0.00
H 1.83893 2.28162 0.21186 0.00
H 0.55271 -3.93081 0.21077 0.00
H -0.11347 -3.38799 -1.50177 0.00
H -1.35161 -3.66594 -0.07324 0.00
H -1.21942 -1.58560 2.11079 0.00
H 0.60907 -0.84124 2.18630 0.05
H 0.30255 -2.69508 2.04872 0.03
H -1.73739 -1.42515 -1.54761 0.00
H -2.46405 -1.31617 0.18806 0.00
Yb 1.48002 -1.99566 3.78871 0.45
```

As for the expectation value of S²: 1.21. As for the total charge: +2. The calculated total energy comes out at -54888.130 eV. For the largest force on an atom, the calculation gives 0.08821 Eh/bohr. The LUMO energy (alpha / beta) comes out at -0.3218 / -0.4107 Ha. Its spin multiplicity is 2. The gap between HOMO and LUMO (alpha / beta) comes out at 3.7171 / 2.7886 eV.


(2)
# C11H21N2O

An isolated ion of composition C11H21N2O and charge +1 (ωB97M-V with the def2-TZVPD basis set, the Open Molecules 2025 dataset).

```
35
Properties=species:S:1:pos:R:3:mulliken_charge:R:1
C -0.80972 -0.07832 1.86585 -0.87
N -0.64021 0.07035 0.45830 0.57
C -2.11145 0.16596 0.02285 0.34
N -2.89249 0.98974 0.78303 -0.32
O -2.45977 -0.54940 -0.85474 -0.46
C 0.06564 1.35234 0.16960 -0.23
C -0.08371 1.53488 -1.34076 -0.61
C 0.59047 0.41961 -2.22019 -0.88
C 0.15570 -0.92057 -1.74910 -0.85
C 0.17893 -1.04069 -0.19143 0.54
C -0.43547 -2.37677 0.12509 -1.89
C 1.53043 -1.05606 0.50248 -0.62
C 2.37936 0.23211 0.35909 -0.76
C 1.44938 1.35512 0.76007 -0.59
H 0.00762 -0.78123 2.24430 0.21
H -0.59101 0.85875 2.34115 0.48
H -1.82025 -0.42925 2.03064 0.46
H -2.44206 1.57484 1.44836 0.21
H -3.69036 1.29003 0.33766 0.26
H -0.44528 2.14336 0.69614 0.23
H 0.46435 2.57336 -1.54297 0.40
H -1.15202 1.76016 -1.70759 0.33
H 0.18835 0.53906 -3.25855 0.44
H 1.59884 0.45217 -2.12898 0.32
H -0.85215 -1.20934 -2.00605 0.55
H 0.89895 -1.65521 -2.18999 0.37
H -0.32681 -2.77186 1.13337 0.35
H -0.03000 -3.18958 -0.58451 0.38
H -1.46982 -2.30338 -0.07279 0.50
H 2.26446 -1.85897 0.18229 0.32
H 1.40365 -1.34592 1.62559 0.26
H 2.82994 0.41019 -0.60827 0.22
H 3.22287 0.21106 1.05571 0.52
H 1.20630 1.29689 1.81362 0.38
H 1.81735 2.33657 0.50071 0.41
```

As for the total charge: +1. The calculation puts the relative energy (zero: lowest compared OMol25 entry of this formula, charge and spin) at 143.4 kJ/mol. The calculated total energy comes out at -16768.018 eV. For the largest force on an atom, the calculation gives 0.09247 Eh/bohr. The LUMO energy comes out at -0.0980 Ha. Its spin multiplicity is 1. The gap between HOMO and LUMO comes out at 11.5866 eV. Its SMILES is C[N@@+]1(C(N)=O)[C@H]2CCC[C@]1(C)CCC2.


(3)
# C11H21N3O3

An isolated molecule of C11H21N3O3 (ωB97M-V with the def2-TZVPD basis set, the Open Molecules 2025 dataset).

```
38
Properties=species:S:1:pos:R:3:mulliken_charge:R:1
N 1.99166 2.97116 0.92699 -0.60
C 1.64920 2.50530 2.26015 -0.79
C 1.73343 0.98105 2.49050 -0.61
C 0.66097 0.21794 1.70867 0.62
C 0.85328 -1.29860 1.73469 -1.00
C -0.19670 -2.08003 0.92487 0.37
N -0.02961 -3.52283 0.92409 -0.81
C -0.09111 -1.63039 -0.53258 0.13
O 0.86501 -1.98401 -1.21227 -0.71
N -1.03898 -0.79206 -1.04394 0.15
C -2.27419 -0.32646 -0.44130 -0.52
C -3.07388 0.15707 -1.66129 -0.79
C -1.99126 0.70530 -2.59115 -0.84
C -0.82138 -0.27649 -2.40261 0.13
C 0.50929 0.44938 -2.50814 0.19
O 0.98028 1.16351 -1.65545 -0.60
O 1.07101 0.28059 -3.71298 -0.49
H 1.38230 2.52470 0.22473 0.24
H 2.92261 2.67916 0.69973 0.28
H 2.33621 2.99604 2.98527 0.39
H 0.62441 2.83727 2.53268 0.33
H 2.75369 0.64750 2.18194 0.29
H 1.61687 0.74140 3.57079 0.34
H -0.31811 0.47545 2.12318 0.21
H 0.69051 0.56405 0.66046 -0.40
H 1.81470 -1.56033 1.34852 0.27
H 0.78648 -1.67985 2.77854 0.39
H -1.19657 -1.84382 1.33614 0.30
H 0.14874 -3.84530 1.86868 0.29
H 0.80340 -3.73215 0.35975 0.29
H -2.75755 -1.16787 0.10995 0.47
H -2.08087 0.47691 0.23933 0.21
H -3.80538 0.89259 -1.37833 0.42
H -3.59092 -0.69904 -2.11864 0.33
H -1.67626 1.69040 -2.25184 0.35
H -2.30724 0.77797 -3.61267 0.40
H -0.82821 -1.09309 -3.14158 0.36
H 1.88416 0.79756 -3.72489 0.40
```

As for the total charge: 0. The calculation puts the relative energy (zero: lowest compared OMol25 entry of this formula, charge and spin) at 21.0 kJ/mol. The calculated total energy comes out at -22361.856 eV. For the largest force on an atom, the calculation gives 0.02466 Eh/bohr. The LUMO energy comes out at 0.0266 Ha. Its spin multiplicity is 1. The gap between HOMO and LUMO comes out at 9.6295 eV. Its SMILES is NCCCC[C@H](N)C(=O)N1CCC[C@H]1C(=O)O.


(4)
# C11H21N3O5

An isolated molecule of C11H21N3O5 (ωB97M-V with the def2-TZVPD basis set, the Open Molecules 2025 dataset).

```
40
Properties=species:S:1:pos:R:3:mulliken_charge:R:1
N -0.66317 6.54208 1.80289 -0.62
C 0.11634 5.21690 1.98057 -0.51
C -0.23677 4.22714 0.87872 -0.66
C 0.34188 2.72239 1.02152 -0.33
C 0.12538 1.99645 -0.22921 -1.35
C 0.87425 0.60771 -0.47737 0.08
N 0.87030 -0.32933 0.64676 0.03
C 0.26835 -1.52538 0.83154 0.20
O -0.11576 -1.91981 1.93833 -0.69
C -0.00902 -2.35446 -0.47090 -0.20
N 1.36040 -2.27069 -1.27023 -0.55
C -0.73069 -3.71855 -0.21665 -0.55
C -0.95295 -4.51426 -1.49860 -0.52
C -2.01887 -5.69617 -1.42762 0.31
O -1.79950 -6.94388 -1.49117 -0.58
O -3.32493 -5.25401 -1.36803 -0.44
C 2.42244 0.66834 -0.83224 0.53
O 2.99429 1.78423 -0.94828 -0.60
O 3.02841 -0.51199 -0.88822 -0.57
H -1.70385 6.35590 2.04494 0.23
H -0.18055 7.25983 2.45310 0.25
H 1.14681 5.48344 2.09538 0.44
H -0.24597 4.73171 2.93287 0.23
H 0.07906 4.60874 -0.17199 0.26
H -1.34172 4.26658 0.94086 0.23
H 1.44544 2.71886 1.13440 0.40
H -0.20673 2.29165 1.93851 0.27
H 0.24838 2.62528 -1.08959 0.49
H -0.89116 1.71564 -0.30178 0.46
H 0.32855 0.09367 -1.33663 0.23
H 0.97659 0.26471 1.50850 0.28
H -0.55345 -1.62036 -1.15969 0.31
H 2.01501 -2.93548 -0.80710 0.34
H 1.07628 -2.72105 -2.16279 0.28
H -1.69809 -3.42076 0.33423 0.34
H -0.22753 -4.45397 0.48436 0.31
H 0.01137 -4.95723 -1.72013 0.33
H -1.25395 -3.82399 -2.23447 0.49
H -3.93875 -5.99175 -1.53326 0.35
H 2.36386 -1.21814 -1.33156 0.51
```

As for the total charge: 0. The calculation puts the relative energy (zero: lowest compared OMol25 entry of this formula, charge and spin) at 265.6 kJ/mol. The calculated total energy comes out at -26454.046 eV. For the largest force on an atom, the calculation gives 0.09732 Eh/bohr. The LUMO energy comes out at 0.0027 Ha. Its spin multiplicity is 1. The gap between HOMO and LUMO comes out at 9.3892 eV. Its SMILES is NCCCC[C@H](NC(=O)[C@@H](N)CCC(=O)O)C(=O)O.